A 7-piece molecular cluster, C36H56NO21 overall. Source: the Open Molecules 2025 dataset; level of theory: wB97M-V/def2-TZVPD.

largest force on an atom: 1.708 eV Å⁻¹
ΔE to the lowest compared entry with this formula, charge and spin: 0.000 eV
total charge: +1
HOMO-LUMO gap: 7.175 eV

Atoms and positions in Å:
C (-3.775, -0.122, -0.051)
C (-2.788, -0.564, 1.037)
O (-1.437, -0.503, 0.557)
C (-0.650, -1.546, 1.080)
C (0.805, -1.190, 0.965)
O (1.139, -0.148, 1.883)
C (2.109, 0.716, 1.372)
C (2.963, 1.313, 2.500)
O (3.262, 2.679, 2.175)
C (4.597, 2.945, 1.840)
C (4.721, 3.385, 0.397)
C (5.955, 3.741, -0.117)
C (6.005, 4.160, -1.462)
C (4.804, 4.190, -2.170)
C (3.621, 3.807, -1.591)
N (3.599, 3.408, -0.319)
H (-4.066, 0.906, 0.152)
H (-3.337, -0.196, -1.041)
H (-4.653, -0.755, 0.050)
H (-3.057, -1.561, 1.367)
H (-2.866, 0.141, 1.869)
H (-0.868, -1.756, 2.132)
H (-0.837, -2.459, 0.504)
H (1.386, -2.079, 1.237)
H (1.033, -0.952, -0.075)
H (2.779, 0.242, 0.648)
H (1.597, 1.566, 0.894)
H (3.847, 0.707, 2.689)
H (2.343, 1.295, 3.395)
H (5.302, 2.149, 2.077)
H (4.916, 3.814, 2.428)
H (6.851, 3.710, 0.482)
H (6.920, 4.487, -1.930)
H (4.785, 4.500, -3.203)
H (2.697, 3.837, -2.146)
H (2.717, 3.120, 0.097)
C (-1.129, -7.541, -0.485)
C (-1.269, -6.252, 0.282)
C (-2.048, -6.365, 1.569)
O (-2.591, -5.043, 1.711)
C (-2.719, -4.529, 0.466)
O (-3.320, -3.534, 0.207)
O (-2.070, -5.293, -0.442)
H (-0.607, -7.370, -1.426)
H (-0.570, -8.275, 0.096)
H (-2.108, -7.952, -0.732)
H (-0.286, -5.805, 0.454)
H (-1.424, -6.622, 2.423)
H (-2.877, -7.074, 1.503)
C (-4.724, -2.450, -2.767)
C (-5.916, -3.364, -2.873)
C (-5.661, -4.656, -3.609)
O (-6.958, -4.962, -4.141)
C (-7.609, -3.782, -4.306)
O (-8.619, -3.643, -4.916)
O (-6.948, -2.779, -3.688)
H (-5.002, -1.518, -2.278)
H (-3.923, -2.918, -2.194)
H (-4.348, -2.186, -3.756)
H (-6.339, -3.553, -1.882)
H (-5.311, -5.457, -2.961)
H (-4.965, -4.537, -4.443)
C (-1.205, -6.151, 5.548)
C (-0.116, -7.171, 5.750)
C (1.067, -6.689, 6.555)
O (2.133, -7.492, 6.031)
C (1.811, -7.810, 4.752)
O (2.555, -8.286, 3.962)
O (0.510, -7.500, 4.497)
H (-1.987, -6.562, 4.909)
H (-1.651, -5.849, 6.495)
H (-0.813, -5.264, 5.046)
H (-0.529, -8.091, 6.172)
H (0.952, -6.848, 7.624)
H (1.304, -5.638, 6.370)
C (8.287, 9.548, 0.613)
C (8.250, 8.244, -0.144)
C (7.803, 7.054, 0.672)
O (8.470, 5.962, 0.013)
C (9.604, 6.482, -0.555)
O (10.484, 5.824, -0.995)
O (9.570, 7.832, -0.537)
H (8.672, 10.345, -0.022)
H (7.290, 9.825, 0.955)
H (8.952, 9.475, 1.474)
H (7.648, 8.350, -1.051)
H (6.723, 6.910, 0.657)
H (8.147, 7.094, 1.708)
C (1.743, 5.181, 2.162)
C (0.697, 5.707, 3.113)
C (-0.730, 5.540, 2.641)
O (-1.387, 6.631, 3.289)
C (-0.465, 7.612, 3.477)
O (-0.712, 8.722, 3.799)
O (0.790, 7.133, 3.238)
H (2.744, 5.388, 2.544)
H (1.636, 4.114, 2.024)
H (1.659, 5.680, 1.192)
H (0.837, 5.272, 4.106)
H (-1.172, 4.592, 2.938)
H (-0.836, 5.665, 1.560)
C (-7.728, -1.672, -7.370)
C (-6.749, -0.545, -7.160)
C (-5.606, -0.511, -8.147)
O (-4.566, 0.119, -7.383)
C (-4.803, -0.162, -6.079)
O (-4.025, 0.028, -5.198)
O (-6.035, -0.693, -5.916)
H (-8.490, -1.673, -6.594)
H (-8.217, -1.584, -8.341)
H (-7.222, -2.637, -7.315)
H (-7.274, 0.414, -7.132)
H (-5.829, 0.065, -9.042)
H (-5.266, -1.508, -8.435)

Atomic forces in eV per Å
C 0.29 0.06 0.84
C -0.14 0.71 -0.45
O -0.11 -0.25 0.28
C 0.01 0.16 -0.11
C -0.15 -0.68 0.22
O 0.42 -0.13 -0.41
C 0.22 0.53 0.26
C -1.13 -0.39 -0.12
O 0.83 -0.85 0.08
C -0.24 0.94 0.18
C 0.60 -0.77 1.40
C -0.36 0.46 -1.60
C -0.67 -0.25 1.10
C 0.16 0.02 -0.38
C 0.11 0.34 -0.84
N 0.29 0.23 -0.53
H -0.11 0.09 -0.32
H -0.05 -0.13 -0.08
H -0.17 0.05 -0.34
H 0.26 -0.18 0.08
H 0.02 -0.21 0.26
H -0.15 0.10 0.05
H 0.09 -0.15 0.05
H 0.09 -0.02 -0.08
H 0.04 0.36 0.04
H -0.20 -0.16 -0.16
H 0.01 -0.03 -0.20
H 0.22 0.21 0.00
H 0.09 0.20 0.14
H -0.12 -0.24 -0.13
H 0.08 -0.03 0.10
H 0.02 -0.03 0.18
H 0.18 -0.09 0.07
H 0.00 0.06 -0.06
H -0.16 -0.12 0.15
H 0.17 -0.04 0.43
C -0.15 0.10 -0.34
C 0.05 -0.51 -0.16
C 0.13 -0.03 0.27
O 0.00 -0.04 -0.11
C -0.05 -0.05 -0.04
O -0.02 -0.05 -0.04
O 0.01 0.16 0.21
H 0.08 -0.01 0.05
H 0.02 0.04 0.04
H -0.02 -0.01 0.11
H -0.05 0.08 0.06
H -0.02 0.18 0.06
H 0.03 -0.03 -0.11
C -0.02 0.24 -0.26
C 0.51 0.21 0.10
C -0.05 -0.20 0.08
O 0.07 0.11 -0.05
C -0.03 0.14 0.05
O -0.07 -0.11 -0.06
O -0.13 -0.24 0.04
H 0.00 -0.03 0.06
H -0.09 -0.04 0.08
H -0.03 -0.05 -0.02
H -0.06 -0.07 -0.04
H -0.17 -0.09 -0.04
H 0.04 0.11 0.04
C -0.05 0.04 -0.40
C -0.31 0.33 0.07
C 0.10 -0.10 0.17
O -0.12 0.09 -0.10
C 0.08 -0.05 -0.03
O 0.00 0.00 -0.04
O 0.10 -0.07 0.12
H -0.08 0.00 0.11
H 0.02 -0.07 0.03
H 0.06 0.02 0.08
H 0.08 -0.03 0.01
H 0.16 -0.13 -0.01
H -0.11 0.02 -0.05
C 0.33 0.09 -0.04
C -0.07 0.41 0.31
C -0.17 -0.19 -0.04
O -0.15 0.24 0.07
C 0.27 0.00 -0.10
O -0.06 -0.10 -0.04
O -0.17 -0.26 -0.01
H -0.09 0.01 -0.04
H -0.02 -0.03 -0.04
H -0.06 -0.08 0.04
H 0.01 -0.09 -0.01
H 0.03 -0.14 -0.09
H 0.04 0.13 -0.02
C 0.03 0.63 -0.21
C 0.22 -0.10 -0.28
C -0.17 -0.12 0.11
O 0.17 -0.01 -0.09
C -0.06 0.11 0.04
O 0.02 0.02 0.01
O -0.15 -0.09 0.06
H -0.01 -0.11 0.07
H -0.12 -0.10 0.12
H -0.12 0.03 0.04
H -0.07 0.00 0.01
H -0.12 0.10 0.10
H 0.12 -0.02 -0.02
C 0.01 -0.10 0.33
C -0.33 -0.40 -0.22
C 0.03 0.18 -0.14
O -0.03 -0.10 0.03
C -0.07 -0.02 0.05
O 0.05 0.01 0.02
O 0.19 0.19 -0.10
H -0.02 0.02 -0.03
H 0.04 0.07 -0.02
H 0.04 0.02 -0.08
H 0.09 0.05 0.02
H 0.14 0.13 0.06
H -0.10 -0.05 0.05

Results of the Mulliken charge analysis, in e, for atoms 1 through 4: C -1.23; C -0.06; O -0.39; C -0.13



A 19-piece molecular cluster, C39H90BClO25 overall. Source: the Open Molecules 2025 dataset; level of theory: wB97M-V/def2-TZVPD.

largest force on an atom: 1.825 eV Å⁻¹
total charge: 0
HOMO-LUMO gap: 7.652 eV

Atoms and positions in Å:
C (0.694, -2.247, 2.921)
C (0.686, -0.930, 2.638)
C (0.242, -0.318, 1.366)
C (0.947, 0.757, 0.880)
C (0.610, 1.424, -0.267)
C (1.398, 2.622, -0.754)
C (2.716, 2.205, -1.389)
O (3.662, 1.757, -0.804)
Cl (2.850, 2.455, -3.183)
C (-0.494, 0.996, -0.973)
C (-1.212, -0.096, -0.505)
C (-0.870, -0.763, 0.648)
C (-1.705, -1.935, 1.146)
O (-2.295, -1.621, 2.416)
O (-3.384, -0.765, 2.139)
C (-2.426, -0.474, -1.331)
O (-2.743, -1.614, -1.605)
C (-3.205, 0.722, -1.830)
C (-4.574, 0.734, -1.800)
C (-5.209, 1.886, -2.248)
B (-6.801, 1.918, -2.160)
O (-7.614, 2.103, -3.264)
O (-7.337, 1.777, -0.893)
C (-7.065, 2.943, -0.089)
C (-6.462, 2.550, 1.267)
C (-4.501, 2.961, -2.733)
C (-3.121, 2.924, -2.753)
C (-2.485, 1.808, -2.292)
C (-0.987, 1.683, -2.227)
O (-0.259, 2.076, -3.116)
H (0.209, -2.573, 3.846)
H (1.135, -3.029, 2.302)
H (1.005, -0.244, 3.430)
H (1.822, 1.103, 1.427)
H (1.637, 3.318, 0.059)
H (0.836, 3.211, -1.476)
H (-1.042, -2.789, 1.273)
H (-2.529, -2.202, 0.487)
H (-4.093, -1.349, 1.812)
H (-5.153, -0.099, -1.417)
H (-7.360, 2.951, -3.655)
H (-6.414, 3.664, -0.600)
H (-8.034, 3.405, 0.132)
H (-5.797, 1.690, 1.153)
H (-7.297, 2.310, 1.940)
H (-5.929, 3.388, 1.728)
H (-4.997, 3.855, -3.100)
H (-2.527, 3.758, -3.118)
C (-4.873, -4.795, 0.899)
O (-4.830, -3.378, 0.747)
H (-4.242, -5.065, 1.742)
H (-5.895, -5.125, 1.094)
H (-4.495, -5.283, -0.003)
H (-5.388, -3.150, -0.001)
C (3.705, -5.434, 2.852)
O (3.596, -4.298, 1.991)
H (2.903, -5.389, 3.584)
H (3.611, -6.347, 2.273)
H (4.670, -5.420, 3.372)
H (4.311, -4.357, 1.350)
C (4.440, -2.176, -0.894)
O (3.290, -1.376, -1.154)
H (4.108, -3.169, -0.600)
H (5.060, -2.254, -1.789)
H (5.025, -1.734, -0.080)
H (3.601, -0.503, -1.413)
C (2.148, -9.159, 1.849)
O (2.122, -7.744, 1.674)
H (2.831, -9.388, 2.663)
H (1.151, -9.529, 2.103)
H (2.499, -9.649, 0.938)
H (1.516, -7.554, 0.953)
C (6.349, -2.476, 2.781)
O (7.166, -3.591, 2.427)
H (6.788, -1.576, 2.354)
H (5.342, -2.608, 2.382)
H (6.308, -2.374, 3.868)
H (6.765, -4.374, 2.814)
C (10.558, -1.437, 3.384)
O (9.743, -2.597, 3.498)
H (11.057, -1.272, 4.337)
H (11.311, -1.576, 2.604)
H (9.942, -0.565, 3.145)
H (9.304, -2.733, 2.652)
C (7.963, -1.360, -3.009)
O (7.259, -2.599, -2.943)
H (8.205, -1.052, -1.995)
H (8.887, -1.479, -3.579)
H (7.339, -0.596, -3.477)
H (7.051, -2.857, -3.846)
C (-9.651, 1.435, -5.433)
O (-9.212, 2.470, -6.311)
H (-8.792, 0.836, -5.151)
H (-10.096, 1.871, -4.538)
H (-10.384, 0.799, -5.941)
H (-9.986, 2.988, -6.548)
C (-0.988, 4.130, 2.312)
O (-1.157, 3.637, 0.984)
H (-0.675, 5.170, 2.252)
H (-1.930, 4.070, 2.863)
H (-0.222, 3.552, 2.836)
H (-1.432, 2.715, 1.054)
C (7.593, -6.280, -1.562)
O (6.460, -5.469, -1.844)
H (7.241, -7.265, -1.266)
H (8.223, -6.378, -2.451)
H (8.177, -5.848, -0.745)
H (6.785, -4.601, -2.104)
C (-3.308, 6.001, -0.330)
O (-4.152, 4.873, -0.130)
H (-3.924, 6.834, -0.661)
H (-2.814, 6.268, 0.607)
H (-2.560, 5.777, -1.095)
H (-3.587, 4.148, 0.162)
C (-12.909, 2.514, -2.675)
O (-13.120, 2.012, -3.992)
H (-12.576, 3.546, -2.755)
H (-13.839, 2.481, -2.102)
H (-12.141, 1.929, -2.163)
H (-13.413, 1.101, -3.907)
C (-11.694, 1.669, -8.804)
O (-12.649, 0.910, -8.068)
H (-11.878, 1.516, -9.864)
H (-11.801, 2.733, -8.571)
H (-10.681, 1.337, -8.562)
H (-12.477, 1.056, -7.133)
C (13.930, 0.191, 1.734)
O (12.691, 0.892, 1.597)
H (13.715, -0.834, 2.022)
H (14.471, 0.193, 0.784)
H (14.539, 0.663, 2.507)
H (12.900, 1.795, 1.344)
C (12.443, 1.422, 5.986)
O (13.112, 1.687, 4.758)
H (13.151, 1.568, 6.798)
H (11.602, 2.108, 6.117)
H (12.080, 0.391, 6.008)
H (12.477, 1.553, 4.046)
C (2.883, -1.248, 6.073)
O (2.825, -0.113, 5.214)
H (2.065, -1.177, 6.785)
H (2.776, -2.168, 5.493)
H (3.831, -1.265, 6.616)
H (3.552, -0.190, 4.590)
C (2.436, 6.806, -3.731)
O (1.550, 5.713, -3.526)
H (1.851, 7.661, -4.063)
H (2.948, 7.064, -2.800)
H (3.174, 6.560, -4.499)
H (2.078, 4.963, -3.234)
C (-10.417, 2.069, 3.371)
O (-9.709, 2.362, 2.171)
H (-9.719, 2.130, 4.202)
H (-11.222, 2.793, 3.525)
H (-10.837, 1.061, 3.329)
H (-10.336, 2.305, 1.445)

Atomic forces in eV per Å
C 0.08 -0.15 0.37
C -0.22 -0.20 -0.08
C 1.42 -0.49 0.00
C 0.89 0.62 0.54
C 0.19 0.77 -0.89
C 0.22 0.50 -0.39
C 0.98 -0.28 0.46
O -1.04 0.34 -0.62
Cl -0.07 -0.02 0.63
C -0.17 0.32 -0.71
C -1.01 -0.15 -0.68
C -0.36 -0.90 0.27
C 0.02 0.30 0.12
O 0.23 -0.62 -0.10
O -0.40 0.67 -0.12
C -0.02 0.00 -0.16
O 0.00 0.58 0.26
C 0.61 -1.32 0.60
C -0.17 0.34 -0.09
C -1.81 -0.09 -0.19
B 0.26 0.02 0.57
O 0.16 0.43 0.73
O -0.18 0.05 -0.61
C 0.01 -0.10 1.08
C -0.47 0.04 -0.06
C 0.42 0.36 -0.32
C 0.26 0.82 -0.51
C 1.10 -0.40 0.31
C -0.08 -0.04 -0.23
O -0.35 0.01 0.57
H 1.50 0.09 0.62
H -1.22 0.08 -0.73
H -1.33 0.09 0.26
H -0.09 -0.08 0.01
H 0.12 -0.38 0.11
H -0.01 -0.21 0.06
H -0.36 -0.06 0.23
H 0.38 -0.06 -0.16
H 0.25 -0.33 0.16
H 0.16 -0.03 -0.01
H -0.02 -0.36 -0.67
H -0.10 -0.16 -0.05
H 0.16 0.17 -0.36
H 0.01 0.15 0.09
H 0.38 -0.27 -0.15
H 0.06 -0.08 -0.24
H -0.07 -0.09 0.10
H -0.10 -0.06 0.01
C -0.10 0.15 -0.16
O 0.02 0.13 0.13
H 0.01 0.08 0.01
H 0.05 -0.12 0.04
H 0.01 -0.10 0.06
H 0.07 0.05 -0.04
C 0.41 0.24 -0.28
O -0.09 0.05 0.16
H -0.01 0.06 -0.03
H 0.01 -0.11 0.17
H -0.08 -0.06 0.16
H -0.08 -0.01 -0.10
C -0.07 0.41 -0.10
O -0.10 -0.13 0.03
H -0.09 0.03 -0.05
H 0.12 -0.14 0.10
H 0.11 -0.15 0.01
H -0.02 0.01 0.07
C -0.17 0.19 -0.22
O -0.12 -0.31 -0.01
H 0.01 0.07 0.00
H 0.06 -0.13 0.04
H 0.01 -0.13 0.07
H 0.03 0.10 0.00
C -0.07 -0.27 0.09
O 0.00 0.15 -0.24
H 0.10 -0.06 -0.01
H -0.06 0.17 0.11
H -0.05 0.15 -0.02
H 0.10 -0.05 0.01
C -0.26 -0.26 -0.24
O 0.21 0.17 0.14
H -0.02 -0.06 0.01
H 0.08 0.20 0.04
H 0.17 0.13 0.00
H -0.20 -0.20 0.13
C -0.07 -0.13 -0.16
O 0.04 -0.12 -0.01
H -0.04 -0.07 0.02
H 0.04 0.12 0.05
H 0.08 0.09 0.05
H -0.06 -0.03 0.02
C -0.28 0.22 -0.22
O 0.13 -0.07 0.05
H 0.04 0.07 -0.04
H -0.02 -0.21 0.08
H 0.00 -0.10 0.11
H 0.05 0.06 -0.03
C -0.08 -0.24 -0.06
O -0.20 0.09 -0.06
H 0.00 -0.02 -0.08
H 0.06 0.07 0.11
H -0.01 0.08 0.10
H 0.09 -0.03 -0.05
C -0.08 0.33 -0.08
O -0.03 -0.14 0.02
H -0.05 0.02 -0.01
H 0.10 -0.11 0.08
H 0.10 -0.12 0.00
H -0.02 0.18 0.05
C 0.05 -0.35 0.07
O -0.14 0.07 0.03
H -0.06 -0.05 0.01
H 0.10 0.14 -0.10
H 0.09 0.18 0.04
H 0.03 0.01 -0.03
C -0.07 -0.28 -0.10
O 0.07 0.09 -0.02
H -0.01 -0.01 -0.07
H 0.06 0.08 0.10
H 0.01 0.10 0.10
H -0.02 0.00 -0.07
C -0.05 -0.10 0.42
O -0.01 -0.01 -0.14
H -0.07 -0.03 0.03
H 0.11 0.05 -0.15
H 0.07 0.13 -0.13
H -0.07 0.00 0.01
C 0.01 0.38 -0.04
O -0.07 -0.12 0.15
H -0.09 0.03 0.00
H 0.07 -0.10 0.04
H 0.09 -0.15 0.01
H -0.04 0.01 -0.02
C -0.07 0.01 -0.33
O -0.02 0.01 0.05
H 0.04 0.01 -0.05
H -0.02 -0.05 0.15
H -0.04 0.02 0.15
H 0.12 -0.06 -0.10
C 0.17 0.04 -0.26
O -0.06 0.04 0.09
H -0.01 0.06 -0.04
H -0.02 -0.07 0.11
H -0.05 -0.10 0.09
H -0.03 0.03 -0.05
C 0.01 -0.33 0.10
O -0.03 0.16 0.05
H -0.04 -0.04 0.00
H 0.07 0.13 -0.07
H 0.06 0.15 0.00
H -0.08 -0.11 -0.11
C -0.10 0.02 -0.31
O -0.02 0.03 0.13
H 0.05 0.01 -0.05
H -0.02 -0.05 0.15
H -0.03 0.00 0.15
H 0.08 -0.01 -0.07

Results of the Mulliken charge analysis, in e, for atoms 1 through 4: C -1.12; C -0.74; C 1.38; C -0.96



Result set for energy: -3039.97439, -3905.65771 hartree, one per record in the order listed.
Result set for LUMO energy: -4.253, -0.425 eV, one per record in the order listed.